Entry 1:
Molecular formula: C4H12N3
Method: DFT, the ωB97M-V functional and the def2-TZVPD basis

Summary:
- F_max (eV/A) = 5.47
- SMILES string = NCCC(=[NH2+])CN
- LUMO (eV) = -6.6
- Kohn-Sham gap (eV) = 6.44
- net charge = +1
- HOMO (eV) = -13.002
- relative energy (zero: lowest compared OMol25 entry of this formula, charge and spin) (kcal/mol) = 137.5
- spin multiplicity = 1

Last column: Löwdin charge in e.
Element x y z (Å)
1 N -0.299 -0.406 1.754  0.14
2 N 3.091 0.708 -0.666  0.04
3 N -3.096 -0.327 -0.292  -0.01
4 C 0.520 0.611 -0.497  -0.15
5 C -0.583 -0.153 0.201  -0.02
6 C 1.901 0.466 0.237  -0.23
7 C -1.656 -0.620 -0.765  -0.18
8 H -3.907 -0.831 -0.674  0.08
9 H 3.461 -0.133 -1.045  0.06
10 H -1.676 -0.179 -1.772  0.13
11 H -1.432 -1.728 -0.913  0.17
12 H -0.644 0.350 2.352  0.12
13 H -0.684 -1.317 2.021  0.10
14 H 2.000 1.113 1.138  0.12
15 H 3.840 1.189 -0.309  0.03
16 H -3.213 -0.311 0.785  0.11
17 H 0.347 1.846 -0.469  0.23
18 H 0.448 0.370 -1.575  0.13
19 H 1.584 -0.648 0.489  0.12

***

Entry 2:
Molecular formula: C4H12N3
Method: DFT, the ωB97M-V functional and the def2-TZVPD basis

Summary:
- F_max (eV/A) = 5.95
- SMILES string = N/C=C(\[NH3+])CCN
- LUMO (eV) = -3.5
- Kohn-Sham gap (eV) = 9.41
- net charge = +1
- HOMO (eV) = -12.873
- relative energy (zero: lowest compared OMol25 entry of this formula, charge and spin) (kcal/mol) = 68.6
- spin multiplicity = 1

Last column: Löwdin charge in e.
Element x y z (Å)
1 N -3.108 -0.162 0.350  0.05
2 N 2.792 -0.120 0.665  0.04
3 N 0.928 1.126 -0.823  0.24
4 C -0.884 -0.481 -0.478  -0.16
5 C 0.586 -0.197 -0.314  -0.22
6 C -1.795 0.408 0.302  -0.29
7 C 1.621 -0.840 0.258  -0.08
8 H 3.540 -0.781 0.562  0.09
9 H 1.858 1.460 -0.505  0.17
10 H 0.277 1.825 -0.545  0.15
11 H -3.350 -0.427 -0.490  0.01
12 H 1.326 -1.551 0.972  0.12
13 H -1.083 -1.547 -0.230  0.15
14 H -1.870 1.349 -0.274  0.12
15 H -3.255 -0.912 0.996  0.09
16 H -1.123 -0.374 -1.539  0.13
17 H 2.718 -0.024 1.636  0.08
18 H -1.388 0.710 1.299  0.14
19 H 0.893 1.028 -1.835  0.18

***

- The highest relative energy (zero: lowest compared OMol25 entry of this formula, charge and spin) belongs to which entry?
  number 1

***

- The highest LUMO belongs to which entry?
  number 2